The following is a quantum chemistry calculation of C3H8INOP2 as an isolated structure at a distorted geometry, from the Open Molecules 2025 dataset.

The relative energy (zero: lowest compared OMol25 entry of this formula, charge and spin) is 1.987 eV. Its gap between HOMO and LUMO is 9.1 eV. The HOMO energy comes out at -9.2 eV.

```
! RIJCOSX wB97M-V def2-TZVPD def2/J DEFGRID3
* xyz 0 1
C 1.991 -0.703 -0.305
C -1.806 0.860 -1.399
C -1.174 -0.183 -0.443
N -0.513 0.045 0.676
O 1.526 -0.543 -1.372
P 1.557 -1.503 1.221
P 0.027 1.537 1.311
I 4.061 0.166 -0.045
H -2.941 0.577 -1.660
H -1.748 1.733 -0.860
H -1.235 0.946 -2.334
H -1.433 -1.243 -0.707
H 0.463 -2.091 0.652
H 2.530 -2.571 1.164
H 0.093 0.976 2.601
H -1.398 1.995 1.499
*
```

Mulliken atomic charge list, values in e, 5 entries: atom 1 (C): 0.40, atom 2 (C): -0.96, atom 3 (C): 0.26, atom 4 (N): -0.45, atom 5 (O): -0.41